# 1
Formula: C49H98BrCl25INO2PS2
Source: the OMol25 dataset
Level of theory: ωB97M-V/def2-TZVPD

HOMO level = -4.6 eV
Charge = -1
2S+1 = 1
Frontier orbital gap = 5.744 eV
F_max = 9.8 eV Å⁻¹

Cartesian coordinates (Å):
C (9.37084, -2.84846, -0.37225)
C (8.35465, -3.63549, -1.18849)
N (7.06350, -2.95039, -1.18562)
C (7.10456, -1.59040, -1.73630)
C (7.94513, -1.38779, -3.01015)
C (6.07301, -3.72491, -1.72348)
S (5.47046, -3.58502, -3.23369)
S (5.44651, -4.99160, -0.67961)
C (3.88845, -5.47201, -1.46646)
C (3.29371, -6.64603, -0.69879)
C (2.69291, -6.29739, 0.68719)
P (0.79577, -6.49992, 0.93628)
Cl (0.57430, -5.49591, -1.04512)
C (0.74410, -4.86712, 1.97918)
C (0.45934, -3.51653, 1.35895)
C (1.66074, -2.77763, 0.76796)
C (1.44390, -1.25947, 0.91966)
C (0.05584, -0.80650, 0.52250)
C (-0.06588, 0.73223, 0.46490)
C (-0.59439, 1.18477, -0.89582)
C (-2.08680, 0.92497, -1.12405)
C (-2.38582, -0.31917, -1.93992)
C (-2.10428, -0.16646, -3.42905)
C (-0.67484, -0.55232, -3.86759)
O (0.05927, -1.22719, -2.89619)
C (0.02642, -2.64574, -3.01725)
C (0.89012, -8.30882, 0.15004)
C (0.32320, -8.52161, -1.18626)
O (-0.71154, -8.36433, -1.52165)
Br (1.51938, -9.34271, -2.61565)
C (-1.10350, -6.79340, 1.19183)
C (-2.31082, -5.92042, 0.85914)
C (-2.53052, -5.37000, -0.53603)
I (-2.95809, -4.41466, 2.31878)
H (9.70864, -1.98765, -0.92010)
H (10.18763, -3.50709, -0.13334)
H (8.89072, -2.56997, 0.54773)
H (8.70062, -3.90313, -2.17964)
H (8.20397, -4.56797, -0.66537)
H (7.46543, -0.92897, -0.96529)
H (6.11373, -1.26063, -1.95873)
H (8.88489, -0.91557, -2.76803)
H (8.09297, -2.29391, -3.55968)
H (7.40284, -0.72473, -3.66202)
H (3.21017, -4.64245, -1.56800)
H (4.18736, -5.87166, -2.41679)
H (2.67044, -7.21718, -1.36202)
H (4.16334, -7.27422, -0.51368)
H (3.07040, -5.31053, 0.90151)
H (3.18580, -6.92375, 1.42057)
H (1.06306, -7.16301, 2.20350)
H (0.03372, -5.10812, 2.76044)
H (1.64978, -4.75142, 2.56324)
H (0.19939, -2.87376, 2.20270)
H (-0.41586, -3.43815, 0.74296)
H (2.57988, -3.07580, 1.24394)
H (1.64385, -2.94844, -0.30270)
H (2.18513, -0.70531, 0.35900)
H (1.57467, -1.03719, 1.98639)
H (-0.68578, -1.12556, 1.23138)
H (-0.19659, -1.21445, -0.44451)
H (-0.80673, 1.03736, 1.19096)
H (0.85161, 1.22753, 0.75387)
H (0.04630, 0.78398, -1.66796)
H (-0.46076, 2.26290, -0.92252)
H (-2.48769, 1.77872, -1.64712)
H (-2.60837, 0.86857, -0.18192)
H (-3.45559, -0.47264, -1.85411)
H (-1.94215, -1.20181, -1.51790)
H (-2.38359, 0.83546, -3.72148)
H (-2.78567, -0.83012, -3.94481)
H (-0.75486, -1.14856, -4.76732)
H (-0.15173, 0.34952, -4.15980)
H (-0.76323, -2.99752, -3.66161)
H (-0.10560, -3.04116, -2.02501)
H (1.00210, -2.97390, -3.35113)
H (1.90075, -8.68440, 0.11432)
H (0.41250, -9.03875, 0.78755)
H (-1.36501, -7.76803, 0.80962)
H (-1.17611, -6.96717, 2.25718)
H (-3.15525, -6.56928, 0.96441)
H (-3.59591, -5.34670, -0.71605)
H (-2.10540, -6.01121, -1.28887)
H (-2.19034, -4.35362, -0.65206)
Cl (1.38882, -14.27666, 1.10751)
C (0.11127, -13.33706, 0.28770)
C (0.41859, -11.86446, 0.24882)
Cl (0.33845, -11.11462, 1.86379)
H (-0.82775, -13.53416, 0.79759)
H (0.03919, -13.72154, -0.72789)
H (-0.31426, -11.35275, -0.37394)
H (1.40648, -11.67119, -0.16107)
Cl (-5.58096, 1.67593, -0.56953)
C (-5.75143, 3.40408, -0.16872)
C (-5.65515, 4.28731, -1.38686)
Cl (-4.00705, 4.30190, -2.07454)
H (-4.99050, 3.65105, 0.55940)
H (-6.72557, 3.52516, 0.29994)
H (-5.89330, 5.31272, -1.11647)
H (-6.34006, 3.97234, -2.16726)
Cl (-7.94516, 6.68465, 0.24820)
C (-7.46383, 6.74957, 1.96713)
C (-6.09358, 7.35127, 2.15748)
Cl (-4.80510, 6.28215, 1.52784)
H (-7.51563, 5.73882, 2.36418)
H (-8.20666, 7.35758, 2.48018)
H (-5.89893, 7.49069, 3.22052)
H (-6.00033, 8.32754, 1.66390)
Cl (0.02434, -1.50678, 5.32716)
C (-1.43108, -2.33823, 5.92224)
C (-1.30121, -2.74774, 7.36569)
Cl (-0.10330, -4.04842, 7.59543)
H (-1.61308, -3.19230, 5.27912)
H (-2.26312, -1.64312, 5.81302)
H (-2.25555, -3.12983, 7.72459)
H (-1.00856, -1.90950, 7.99324)
Cl (4.24627, 0.06918, -3.53616)
C (4.20306, 1.81277, -3.17913)
C (5.21777, 2.58884, -3.97505)
Cl (6.88767, 2.22955, -3.46796)
H (4.35624, 1.93885, -2.11031)
H (3.20064, 2.16013, -3.42493)
H (5.06613, 3.65672, -3.82520)
H (5.13818, 2.37760, -5.03814)
Cl (-2.78619, 3.92381, 1.48953)
C (-2.29878, 3.96978, 3.19520)
C (-0.92699, 4.55942, 3.36675)
Cl (0.32776, 3.48571, 2.70831)
H (-2.35014, 2.95730, 3.58771)
H (-3.03477, 4.57878, 3.72109)
H (-0.71302, 4.69422, 4.42613)
H (-0.84074, 5.52511, 2.87514)
Cl (-11.20605, 3.69107, 1.06173)
C (-11.36993, 4.09843, -0.66708)
C (-10.50433, 3.22929, -1.54188)
Cl (-8.77516, 3.57849, -1.31310)
H (-11.12827, 5.14692, -0.78627)
H (-12.41619, 3.95617, -0.92624)
H (-10.73267, 3.41821, -2.58951)
H (-10.66378, 2.17249, -1.34408)
Cl (-7.36999, 9.90699, 1.09983)
C (-7.30114, 11.61404, 1.61310)
C (-6.08943, 12.31724, 1.06335)
Cl (-4.58062, 11.71742, 1.79719)
H (-7.31874, 11.64023, 2.69925)
H (-8.20594, 12.09428, 1.24435)
H (-6.15031, 13.38126, 1.28457)
H (-6.01217, 12.19423, -0.01346)
Cl (8.49444, 4.75734, -5.11967)
C (8.39206, 6.30891, -4.24989)
C (7.79978, 6.16017, -2.87294)
Cl (6.06500, 5.75766, -2.92095)
H (7.81303, 6.99933, -4.85753)
H (9.41048, 6.68928, -4.17398)
H (7.88669, 7.10355, -2.33400)
H (8.30953, 5.38477, -2.30306)
Cl (5.26856, -2.00126, 2.03395)
C (5.15343, -0.48273, 2.94728)
C (4.42229, -0.67841, 4.24155)
Cl (2.70674, -1.02615, 3.95931)
H (4.66027, 0.25539, 2.31921)
H (6.17018, -0.14381, 3.14354)
H (4.47524, 0.22866, 4.84316)
H (4.84413, -1.49564, 4.82138)
Cl (-13.35756, 7.41811, 2.66600)
C (-14.73556, 7.38774, 1.53791)
C (-14.58142, 6.32620, 0.48134)
Cl (-13.26819, 6.70411, -0.66310)
H (-14.83109, 8.37623, 1.09703)
H (-15.62656, 7.18742, 2.13026)
H (-15.49795, 6.25123, -0.10124)
H (-14.37359, 5.35335, 0.92066)
Cl (9.88576, 3.67832, -1.49554)
C (11.13772, 4.68789, -0.73067)
C (11.73203, 5.68381, -1.69214)
Cl (12.71484, 4.90125, -2.95383)
H (11.89657, 4.02743, -0.32045)
H (10.66031, 5.21517, 0.09400)
H (12.38965, 6.36504, -1.15488)
H (10.95978, 6.26963, -2.18444)

***

# 2
Formula: C4H14BINNbO2P
Source: the OMol25 dataset
Level of theory: ωB97M-V/def2-TZVPD

HOMO level = -3.6 eV
Charge = -1
2S+1 = 1
Frontier orbital gap = 5.882 eV
F_max = 4.4 eV Å⁻¹

Cartesian coordinates (Å):
C (-1.85438, 2.63580, -1.25507)
C (-2.06790, 1.92724, -0.17975)
Nb (-0.75503, 0.18979, 0.16416)
I (-2.95674, -1.18008, 1.40147)
P (-1.39197, -0.99156, -2.07485)
N (-2.42434, -0.09487, -2.95453)
B (0.67396, -1.56647, 0.62641)
O (0.08551, -2.75173, 1.06204)
O (2.05537, -1.65076, 0.49569)
C (2.82577, -0.47041, 0.66375)
C (2.72593, 0.18067, 2.04056)
H (-2.25825, 2.36649, -2.23042)
H (-1.22926, 3.52783, -1.21949)
H (-2.83480, 2.18151, 0.53769)
H (-0.32465, 0.78180, 1.83863)
H (0.54821, 1.14983, -0.64882)
H (-0.19109, -1.19361, -2.82779)
H (-2.00440, -2.25413, -1.86007)
H (-3.26558, -0.63571, -3.11750)
H (-0.09247, -2.71671, 2.01098)
H (3.86414, -0.78127, 0.55000)
H (2.65853, 0.23869, -0.14119)
H (3.71691, 0.56127, 2.28751)
H (2.08692, 1.05203, 2.01465)
H (2.40963, -0.50565, 2.81594)